19
Properties=species:S:1:pos:R:3 method="wB97M-V/def2-TZVPD" relative_energy_kcal_mol=145.6 total_charge=0 orbital_gap_ev="7.56 / 8.90"
C -2.535 0.341 0.128
C -1.334 -0.503 -0.146
C -0.278 -0.084 -1.081
C 0.892 0.024 -0.061
C 2.232 -0.651 -0.294
C 2.138 0.787 0.030
C 0.364 0.032 1.335
H -3.295 0.201 -0.660
H -2.280 1.407 0.133
H -3.009 0.092 1.082
H -1.406 -1.563 0.089
H -0.041 -0.833 -1.848
H -0.503 0.873 -1.565
H 2.380 -0.965 -1.333
H 2.664 -1.347 0.428
H 2.587 1.665 -0.422
H 1.483 0.553 1.619
H -0.311 0.853 1.577
H 0.232 -0.905 1.882